The following is a quantum chemistry calculation of a molecular structure, CH4NO3Sn2, from the Open Molecules 2025 dataset.

- energy relative to the best compared isomer or geometry (same formula, charge and spin) (kcal/mol) = 21.47
- max |F| (eV Å⁻¹) = 2.7
- lowest unoccupied orbital energy (eV) = -14.9117
- HOMO (eV) = -20.89
- frontier orbital gap (eV) = 5.978
- total charge = +3

Last column: Mulliken charge in e.
Element x y z (Å)
Sn -4.028 0.131 1.070  1.690
Sn -1.473 0.664 -3.170  1.689
O -2.160 -0.869 -0.791  -0.789
H -1.186 -0.837 -0.731  0.385
C 1.100 0.334 1.127  -0.573
N 1.522 -0.175 -0.211  0.668
O 2.575 -0.706 -0.308  -0.314
O 0.761 -0.037 -1.199  -0.544
H 1.236 1.415 1.069  0.343
H 1.635 -0.207 1.899  0.344
H 0.017 0.286 1.245  0.101

***

The following is a quantum chemistry calculation of a molecular structure, C26H29ClN4O3, from the Open Molecules 2025 dataset.

- energy relative to the best compared isomer or geometry (same formula, charge and spin) (kcal/mol) = 519.56
- max |F| (eV Å⁻¹) = 18.8
- lowest unoccupied orbital energy (eV) = 0.1669
- HOMO (eV) = -7.69
- frontier orbital gap (eV) = 7.854

Last column: Mulliken charge in e.
Element x y z (Å)
C -0.865 -4.622 -3.780  -0.628
H -1.871 -4.932 -3.656  0.364
H -0.287 -5.475 -4.473  0.291
H -0.287 -4.367 -2.942  0.079
C -0.932 -3.103 -4.789  -0.874
N -1.561 -2.140 -3.879  0.443
C -0.995 -1.301 -2.950  -0.853
C -1.652 -0.389 -2.569  1.286
C -1.422 0.660 -1.573  -1.168
C -0.534 0.675 -0.701  0.232
N 0.571 -0.501 -0.508  -0.108
C 1.837 -0.537 -0.221  0.238
O 2.327 0.377 0.113  -0.615
C 2.257 -2.060 -0.551  0.784
C 1.554 -3.094 -0.571  0.633
C 2.045 -4.393 -0.726  -0.779
C 3.248 -4.359 -1.319  -0.295
C 4.063 -3.204 -1.297  -0.233
C 3.624 -2.104 -1.105  -0.838
H 4.070 -1.166 -0.924  0.474
H 5.212 -3.123 -1.732  0.176
H 3.918 -5.392 -1.392  0.220
H 1.625 -5.387 -0.724  0.375
Cl -0.146 -3.373 0.283  -0.217
H 0.199 -1.182 -1.132  -0.106
C -0.504 1.790 0.200  0.308
O -1.668 2.628 0.312  -0.749
N 0.755 1.999 0.937  -0.049
C 0.653 3.167 2.043  -0.771
H -0.301 3.678 1.911  0.332
H 1.645 3.794 1.590  0.074
C 0.994 2.720 3.262  -0.692
N 0.914 3.608 4.324  0.046
C 2.010 4.565 4.348  -0.409
C 1.862 5.662 5.384  -0.617
O 1.776 4.967 6.675  -0.344
C 0.557 4.393 6.498  -0.493
C 0.535 2.973 5.841  -0.873
H -0.251 2.538 5.672  0.739
H 1.558 2.439 6.175  0.242
H 0.176 3.845 7.688  0.267
H -0.400 4.818 6.595  0.365
H 2.798 6.269 5.540  0.328
H 0.965 6.337 5.061  0.265
H 2.393 4.972 3.411  0.385
H 2.891 3.815 4.525  0.334
H 1.774 2.044 3.303  0.524
H -0.029 1.872 3.452  0.113
H 1.561 1.511 0.732  0.511
H -2.172 1.387 -1.370  0.675
C -2.968 -0.853 -3.055  0.154
C -4.259 -0.374 -2.825  -0.191
C -5.316 -1.070 -3.620  -0.529
C -5.288 -2.119 -4.278  -1.088
C -4.032 -2.660 -4.543  -0.816
C -2.849 -2.133 -3.765  0.013
H -3.753 -3.306 -5.224  0.516
H -6.001 -2.507 -4.672  0.762
H -6.306 -0.709 -3.258  0.204
H -4.663 0.206 -2.026  0.394
H 0.202 -1.279 -3.198  0.339
H 0.113 -3.047 -4.878  0.375
H -1.369 -3.446 -5.654  0.475

***

The following is a quantum chemistry calculation of a molecular structure, C16H43CrF2N2O21S7, from the Open Molecules 2025 dataset.

- max |F| (eV Å⁻¹) = 5.3
- <S²> = 3.776
- lowest unoccupied orbital energy (spin up / spin down) (eV) = -9.0476 / -7.5217
- HOMO (spin up / spin down) (eV) = -14.74 / -14.74
- frontier orbital gap (spin up / spin down) (eV) = 5.690 / 7.216
- total charge = +2
- multiplicity = 4

Last column: Löwdin spin population.
Element x y z (Å)
Cr -0.958 0.779 -0.087  2.884
N 0.214 -0.716 -0.211  0.006
S 0.366 -2.075 -1.126  0.005
O -0.192 -3.228 -0.521  0.006
O 1.571 -2.186 -1.878  -0.005
F -0.692 -1.692 -2.232  0.000
S 1.465 -1.165 0.874  0.005
O 2.743 -0.835 0.335  0.002
O 1.299 -2.332 1.662  0.003
F 1.229 0.036 1.869  0.002
C 4.691 -1.634 3.140  0.000
N 4.322 -1.478 4.571  0.000
O 4.797 -2.261 5.354  0.000
O 3.537 -0.580 4.829  0.000
H 5.755 -1.534 2.953  0.000
H 4.168 -0.843 2.612  0.000
H 4.303 -2.577 2.764  0.000
O -4.172 -2.178 0.602  0.000
S -3.580 -1.617 -0.568  0.002
O -2.582 -0.559 -0.435  0.004
O -2.980 -2.720 -1.519  0.001
C -3.468 -4.061 -1.402  0.000
C -2.566 -4.994 -2.193  0.000
C -4.825 -0.906 -1.643  -0.002
H -4.506 -4.200 -1.717  0.000
H -3.464 -4.434 -0.378  0.000
H -1.669 -5.283 -1.650  0.000
H -2.283 -4.557 -3.152  0.000
H -3.115 -5.912 -2.406  0.000
H -5.435 -0.283 -0.984  0.000
H -5.503 -1.610 -2.115  0.000
H -4.314 -0.234 -2.328  0.000
O -0.238 2.192 1.491  0.029
S 0.543 2.810 2.551  0.004
O 0.742 2.112 3.783  0.001
O 1.936 3.106 1.857  0.000
C 3.099 3.303 2.710  0.000
C 4.027 2.128 2.741  0.000
C -0.034 4.458 2.903  0.002
H 2.805 3.542 3.736  0.000
H 3.545 4.222 2.328  0.000
H 3.486 1.240 3.070  0.000
H 4.853 2.340 3.417  0.000
H 4.432 1.887 1.755  0.000
H 0.626 4.885 3.653  0.000
H -1.081 4.403 3.189  0.000
H 0.085 5.037 1.987  0.000
O 0.818 1.777 -0.967  0.018
S 1.784 2.533 -1.750  0.003
O 1.335 3.009 -3.024  -0.001
O 2.261 3.796 -0.873  0.001
C 2.049 5.124 -1.436  0.000
C 2.771 6.124 -0.555  0.000
C 3.335 1.648 -1.834  0.001
H 0.968 5.265 -1.348  0.000
H 2.284 5.314 -2.483  0.000
H 3.818 5.905 -0.369  0.000
H 2.284 6.143 0.426  0.000
H 2.512 7.094 -0.979  0.000
H 3.713 1.646 -0.816  0.000
H 3.981 2.176 -2.531  0.000
H 3.134 0.655 -2.235  0.000
O -1.194 0.860 -2.221  0.012
S -0.968 0.779 -3.660  0.002
O 0.357 0.477 -4.110  0.002
O -1.978 -0.334 -4.157  0.000
C -1.840 -0.833 -5.492  0.000
C -2.030 -2.343 -5.508  0.000
C -1.525 2.243 -4.513  0.000
H -0.873 -0.625 -5.950  0.000
H -2.611 -0.411 -6.140  0.000
H -2.145 -2.752 -6.509  0.000
H -2.942 -2.619 -4.971  0.000
H -1.197 -2.832 -5.001  0.000
H -0.782 2.961 -4.150  0.000
H -2.480 2.540 -4.085  0.000
H -1.446 2.142 -5.588  0.000
O -1.439 -0.087 1.850  0.009
S -1.972 -0.884 2.956  0.003
O -3.309 -0.725 3.426  -0.001
O -1.709 -2.377 2.454  0.000
C -2.285 -3.435 3.242  0.000
C -2.001 -4.740 2.499  0.000
C -0.776 -0.805 4.297  0.000
H -3.368 -3.289 3.276  0.000
H -1.986 -3.415 4.293  0.000
H -2.266 -5.670 2.990  0.000
H -0.980 -4.743 2.119  0.000
H -2.642 -4.655 1.617  0.000
H 0.014 -1.502 4.023  0.000
H -1.317 -1.112 5.188  0.000
H -0.338 0.185 4.403  0.000

***

What is the formula in the second record?
C26H29ClN4O3

***

What is the formula in the first record?
CH4NO3Sn2

***

What is the formula in the third record?
C16H43CrF2N2O21S7